Entry 1:
DFT (ωB97M-V/def2-TZVPD) results for a molecular structure, C16H28AsN4O4Ru.

- gap between HOMO and LUMO (spin up / spin down) (eV) = 8.131 / 7.524
- total charge = +2
- energy relative to the best compared isomer or geometry (same formula, charge and spin) (kJ/mol) = 66.6
- ⟨S²⟩ = 0.75
- 2S+1 = 2
- M (g mol⁻¹) = 516.4
- HOMO level (spin up / spin down) (Eh) = -0.5515 / -0.5527

Structure (XYZ):
```
54
Properties=species:S:1:pos:R:3:forces:R:3
Ru -0.097 0.944 -0.378 0.5 0.2 -1.1
As -0.084 0.958 2.046 0.0 0.3 0.2
O 2.712 -5.434 -0.495 0.0 0.0 -0.1
O 1.480 -7.201 -0.619 0.0 0.0 -0.1
O -1.032 -0.707 -1.474 0.1 -0.1 -0.1
O 0.481 -1.009 0.035 -0.7 -0.4 0.3
N 1.651 -6.006 -0.639 0.0 0.0 0.3
N 1.758 0.721 -1.372 0.2 0.1 0.4
N -2.130 1.338 -0.105 -0.1 -0.7 0.3
N -0.243 2.930 -1.248 -0.2 0.0 0.4
C -1.755 -3.556 -1.179 0.0 0.0 -0.1
C 1.587 1.297 2.941 0.0 -0.1 0.1
C 2.572 2.737 -0.142 -0.1 0.0 -0.1
C 2.095 3.897 -1.013 -0.1 -0.1 0.0
C -0.765 -5.745 -1.094 0.0 0.0 0.0
C -0.516 -2.990 -0.881 0.1 0.0 -0.1
C -0.363 -1.535 -0.785 0.0 0.3 -0.1
C -3.262 1.203 -0.215 -0.1 0.2 0.1
C 2.965 1.473 -0.890 -0.1 0.1 -0.1
C 0.452 -5.154 -0.813 0.0 0.0 -0.1
C -4.704 1.057 -0.341 0.1 0.0 0.0
C -1.305 2.223 2.837 0.1 0.1 0.1
C 0.913 3.593 -1.929 0.0 -0.1 -0.1
C -0.683 -0.748 2.696 0.0 0.0 0.0
C 0.604 -3.790 -0.689 0.0 0.0 0.1
C -1.877 -4.932 -1.272 0.0 0.0 0.0
H 1.909 2.321 2.771 0.0 0.0 0.0
H -5.114 0.680 0.595 0.0 0.0 0.0
H 1.965 -0.274 -1.356 0.0 0.0 -0.1
H -2.837 -5.379 -1.492 0.0 0.0 0.0
H -0.982 3.243 2.635 0.0 0.0 0.0
H -1.012 2.856 -1.912 0.0 0.1 0.0
H -1.650 -0.988 2.256 0.0 0.0 0.0
H 1.207 2.956 -2.765 0.0 0.0 0.0
H 0.036 -1.519 2.435 0.0 0.0 0.0
H 0.557 4.525 -2.368 0.0 0.0 0.0
H 2.906 4.240 -1.658 0.0 0.0 0.0
H -0.828 -6.822 -1.172 0.0 0.0 0.0
H 1.774 2.474 0.560 0.0 0.0 0.1
H -4.920 0.358 -1.148 0.0 0.0 0.0
H 1.843 4.741 -0.367 0.0 0.0 0.0
H 3.531 0.804 -0.245 -0.1 0.0 0.0
H 2.352 0.602 2.601 0.0 0.0 0.0
H 3.591 1.703 -1.753 0.1 0.0 0.1
H -2.307 2.072 2.446 0.0 0.0 0.0
H 3.408 3.061 0.480 0.1 0.1 -0.1
H 1.576 -3.381 -0.455 0.0 0.0 0.0
H -0.780 -0.671 3.779 0.0 0.0 0.0
H 1.407 1.145 4.005 0.1 0.0 0.0
H -5.149 2.025 -0.569 0.0 0.0 0.0
H -2.615 -2.919 -1.337 0.0 0.0 0.0
H -0.591 3.553 -0.521 0.0 0.1 -0.1
H 1.577 0.967 -2.343 0.0 -0.1 0.0
H -1.308 2.061 3.915 0.0 0.0 0.0
```
Positions in Å, forces in eV/Å.

---

Entry 2:
DFT (ωB97M-V/def2-TZVPD) results for a molecular structure, C16H28B3FO12.

- gap between HOMO and LUMO (eV) = 10.717
- total charge = 0
- M (g mol⁻¹) = 463.8
- HOMO level (Eh) = -0.3802

Structure (XYZ):
```
60
Properties=species:S:1:pos:R:3:forces:R:3
F 3.202 0.118 -2.605 0.1 -0.3 0.0
O -2.734 -1.927 0.060 0.0 -0.2 0.1
O 3.665 2.257 -8.465 0.0 0.1 0.1
O -2.357 1.151 2.440 0.0 0.0 -0.1
O -0.951 -3.052 0.854 0.1 -0.1 -0.1
O 1.492 2.029 -9.019 0.0 0.0 0.0
O -2.742 1.173 4.662 0.1 -0.1 -0.2
O -0.677 1.521 3.900 -0.3 0.2 0.1
O -2.749 -2.663 2.160 0.2 0.0 -0.2
O 2.754 -0.323 0.378 -1.1 -0.3 -0.2
O 2.705 -2.028 1.997 -0.9 -0.3 -0.4
O 2.133 2.091 -6.857 0.1 -0.1 -0.1
O 3.007 -2.593 -0.303 -0.9 -0.1 -0.1
C -1.872 1.086 5.807 -0.1 0.1 0.3
C 3.412 1.938 -6.210 0.1 0.2 0.3
C -3.863 -1.753 2.043 -0.4 0.1 0.2
C 2.342 2.116 -8.196 0.0 0.0 0.1
C 2.305 -0.848 -2.093 -0.1 0.0 0.9
C -2.040 -2.597 1.009 -0.3 0.1 0.1
C -1.965 1.275 3.555 0.2 0.0 0.3
C 0.720 -0.406 2.002 0.4 0.1 -0.5
C -0.657 1.829 5.302 0.2 -0.1 0.0
C -0.231 -1.211 -2.121 0.4 0.3 0.1
C 4.326 2.573 -7.232 0.1 -0.1 -0.1
C -5.041 -2.223 2.857 0.1 -0.3 0.1
C 0.926 -0.210 -2.031 -0.3 -0.4 -0.5
C -4.072 -1.746 0.547 0.0 0.2 -0.1
C 3.418 2.582 -4.848 -0.3 0.2 0.0
C -2.522 1.670 7.035 -0.3 0.1 -0.1
B 2.731 -1.279 -0.617 1.1 0.6 -0.7
B 2.095 -0.893 1.471 0.8 0.8 0.9
B 2.703 -2.969 0.990 0.6 -0.7 0.6
H -5.858 -1.505 2.793 0.0 0.0 0.0
H 0.444 0.559 1.601 -0.1 0.3 0.1
H -3.526 -0.772 2.389 0.0 -0.1 -0.1
H 5.333 2.164 -7.225 0.0 -0.1 -0.2
H 3.611 0.866 -6.122 0.0 0.0 -0.1
H -1.870 1.557 7.901 0.0 0.0 0.0
H -3.466 1.168 7.242 0.1 -0.1 0.0
H 0.024 -2.060 -2.744 0.0 -0.2 -0.2
H 2.295 -1.733 -2.724 0.2 0.2 -0.5
H -4.759 -2.339 3.903 0.0 0.1 0.0
H -1.080 -0.712 -2.570 -0.3 0.0 0.1
H 2.388 -4.079 1.262 0.3 -0.2 -0.2
H -0.506 -1.573 -1.141 -0.1 -0.2 0.1
H 3.236 3.655 -4.924 0.1 0.0 -0.1
H -0.009 -1.113 1.609 -0.1 -0.2 0.1
H 2.631 2.161 -4.226 0.1 -0.1 0.0
H 4.374 2.419 -4.351 0.0 -0.1 0.0
H -5.394 -3.193 2.505 0.0 0.0 -0.1
H -4.487 -0.813 0.176 0.2 0.0 -0.1
H 0.808 0.373 -1.126 0.1 0.3 0.2
H -1.641 0.028 5.965 0.0 0.0 -0.1
H 4.373 3.660 -7.133 0.0 0.0 0.1
H -4.683 -2.582 0.199 0.0 0.0 0.1
H 0.273 1.491 5.751 0.0 -0.1 -0.2
H -2.740 2.728 6.892 0.1 0.0 0.0
H 0.657 -0.422 3.079 -0.1 0.0 0.3
H 0.856 0.469 -2.874 0.1 0.2 -0.2
H -0.744 2.911 5.419 -0.1 0.0 0.1
```
Positions in Å, forces in eV/Å.

---

Entry 3:
DFT (ωB97M-V/def2-TZVPD) results for 5 unconnected molecules or ions with the total composition C16H28BF4NO21S4.

- gap between HOMO and LUMO (eV) = 4.616
- total charge = -2
- M (g mol⁻¹) = 785.5
- HOMO level (Eh) = -0.0420

Structure (XYZ):
```
75
Properties=species:S:1:pos:R:3:forces:R:3
S 2.383 -2.027 7.401 0.0 -0.2 -1.2
S -3.409 6.019 -0.711 0.5 -0.9 0.5
S 0.138 -1.569 -6.259 0.1 0.5 0.4
S 3.724 1.144 2.254 -0.6 0.0 -0.5
F -2.054 0.559 4.423 0.9 -0.2 -0.5
F 0.153 1.338 1.988 -1.2 0.1 0.4
F -1.031 -1.290 3.742 0.0 1.3 0.0
F -2.084 1.555 2.030 0.6 -0.4 0.4
O -3.443 7.264 -0.014 -0.3 0.0 -0.3
O 1.161 -1.689 8.048 0.4 0.1 0.3
O -3.876 4.864 0.303 0.3 0.9 -0.3
O 1.539 -1.702 -6.432 -0.3 -0.3 -0.2
O 2.532 -1.114 6.086 -0.4 -0.4 0.7
O 3.080 0.094 2.958 0.5 0.3 -0.2
O 5.143 1.456 2.980 -0.4 0.0 0.3
O -0.674 -2.612 -5.729 0.5 0.3 -0.7
O 3.632 -2.035 8.091 -0.4 0.0 0.3
O 0.323 -0.957 0.860 0.0 -0.5 -0.2
O -4.066 5.830 -1.960 0.1 0.5 0.1
O -0.160 -0.227 -5.424 -0.3 -0.6 -0.5
O 2.992 2.536 2.637 0.6 0.0 -0.2
O 1.264 -3.352 -0.451 0.1 1.8 -0.4
O 3.929 1.115 0.855 0.0 0.0 0.3
O -1.873 5.565 -0.871 -0.7 0.1 -0.3
O -1.023 -3.878 -3.343 -0.7 0.0 -0.4
O 2.208 -3.448 6.666 0.4 0.5 0.5
O -0.507 -1.091 -7.665 0.4 0.1 0.2
O 2.652 -1.952 -1.518 -0.1 0.9 -0.2
O -1.596 -0.319 -0.309 -0.5 0.0 -0.8
N -4.049 -3.910 -3.697 -0.1 -0.1 -1.0
C -1.944 -2.904 -2.833 -0.4 1.1 -0.8
C 3.732 3.191 3.662 -0.1 -0.2 0.5
C 2.042 -3.242 5.252 -0.5 0.2 -0.5
C -0.620 0.799 -6.300 0.2 0.4 -0.3
C -1.049 0.609 2.154 0.2 -0.4 0.3
C 2.787 -1.961 4.952 0.4 -0.5 -0.4
C -3.179 -2.708 -3.820 0.7 -0.7 1.6
C 0.574 -1.032 -0.576 -0.2 -0.6 1.4
C -1.233 -1.503 -2.560 0.0 -1.1 0.5
C -0.902 -1.356 -1.037 1.1 1.0 0.4
C -2.835 3.874 0.421 0.2 -0.7 -0.2
C 1.603 -2.189 -0.882 -0.5 -2.1 0.7
C -1.548 4.626 0.167 0.2 -0.1 0.7
C -0.983 0.096 3.659 0.1 -0.1 0.0
C 5.179 2.816 3.400 0.1 0.4 -0.2
C -1.308 0.070 -7.437 -0.5 0.0 0.3
B -1.114 -0.636 1.069 0.8 -0.2 -1.5
H -4.150 -4.352 -4.615 0.0 0.2 0.5
H -0.011 0.392 4.130 -0.9 0.0 -0.2
H -1.238 5.192 1.050 0.0 0.0 0.0
H 3.865 -2.133 4.896 0.0 0.0 0.0
H 3.391 2.805 4.627 0.1 0.1 0.0
H -2.854 3.414 1.404 -0.2 0.2 -0.1
H 0.249 1.359 -6.656 0.0 0.0 0.0
H -1.294 1.474 -5.773 0.1 -0.2 0.2
H 5.801 2.922 4.289 0.0 -0.2 0.0
H 5.602 3.414 2.588 0.0 0.0 0.0
H -1.375 0.674 -8.340 0.2 -0.2 -0.1
H 2.449 -1.492 4.035 -0.1 0.1 0.2
H -2.309 -0.260 -7.146 0.0 0.1 0.0
H -1.105 -2.328 -0.522 0.2 0.5 -0.5
H -0.739 3.970 -0.144 -0.1 0.1 -0.2
H -1.827 -1.573 1.361 -0.1 -0.2 1.0
H -1.893 -0.682 -2.925 0.6 -0.4 0.3
H -3.003 3.109 -0.340 0.1 0.0 0.1
H -0.277 -1.563 -3.142 -0.8 0.4 0.5
H -2.793 -2.588 -4.857 -0.5 0.2 0.7
H 3.568 4.267 3.624 -0.1 -0.1 -0.2
H 0.971 -0.002 -0.771 -0.4 -0.9 -1.0
H -2.375 -3.343 -1.898 0.5 0.5 -0.5
H -3.619 -4.624 -3.109 0.1 0.4 -0.1
H -3.743 -1.824 -3.436 0.4 -0.5 -0.6
H 2.437 -4.089 4.694 0.1 0.0 0.2
H -0.913 -3.716 -4.304 0.0 0.0 1.1
H 0.975 -3.138 5.044 0.1 0.0 0.0
```
Positions in Å, forces in eV/Å.

---

Entry 4:
DFT (ωB97M-V/def2-TZVPD) results for 3 unconnected molecules or ions with the total composition C16H28Br4N2OP.

- gap between HOMO and LUMO (eV) = 7.648
- total charge = +1
- M (g mol⁻¹) = 615.0
- HOMO level (Eh) = -0.3912

Structure (XYZ):
```
52
Properties=species:S:1:pos:R:3:forces:R:3
Br -3.885 1.020 0.269 0.0 0.1 0.1
Br -4.868 0.081 -3.111 0.0 0.0 0.1
Br 0.975 2.788 3.600 0.0 0.0 0.0
Br -0.794 3.997 0.613 0.0 -0.1 0.0
P -1.133 -3.972 -0.776 1.0 -0.6 0.2
O 0.313 -3.881 -0.919 0.0 0.2 -0.2
N 0.259 -0.722 0.208 -0.6 0.4 -0.3
N -1.883 -2.427 -0.246 -0.5 -0.2 0.1
C -1.443 -2.104 1.177 -0.2 0.0 0.4
C -5.706 1.361 -1.906 0.0 0.0 -0.2
C 3.738 0.697 0.371 0.2 -0.3 -0.3
C 2.647 -0.062 -0.037 -0.2 -0.3 -0.3
C -0.497 -0.418 -1.014 0.1 0.4 0.5
C 5.022 0.337 -0.016 -0.3 0.0 0.0
C 1.253 0.342 0.418 0.8 -0.8 -0.1
C -0.557 3.981 3.470 0.1 -0.1 0.1
C 5.253 -0.783 -0.816 0.1 -0.1 -0.1
C 2.868 -1.167 -0.853 0.4 0.0 -0.1
C -4.676 2.130 -1.127 0.0 0.0 0.1
C 4.160 -1.527 -1.240 -0.5 0.5 0.5
C 6.654 -1.174 -1.214 -0.5 0.1 0.2
C -0.701 -0.791 1.292 0.3 -0.4 -0.4
C -1.691 -1.340 -1.273 0.5 0.0 -0.7
C -1.494 3.552 2.375 -0.1 0.1 -0.1
H 6.657 -2.159 -1.665 0.1 -0.2 -0.1
H 2.058 -1.789 -1.197 -0.3 0.0 0.1
H -0.174 -0.844 2.238 0.0 0.2 0.2
H -1.671 2.482 2.381 0.0 0.0 0.0
H 5.853 0.941 0.314 0.2 0.0 0.1
H -1.548 -4.815 0.268 -0.4 0.1 -0.1
H 4.283 -2.403 -1.855 0.2 -0.1 -0.1
H 3.578 1.566 0.991 0.0 0.2 0.1
H -2.617 -0.781 -1.360 -0.1 0.0 0.3
H -6.378 0.796 -1.269 0.0 0.0 0.0
H -0.815 -2.922 1.508 0.3 -0.1 0.0
H -1.858 -4.309 -1.929 -0.3 0.3 0.1
H 0.969 1.258 -0.101 -0.2 0.2 0.2
H 0.178 -0.394 -1.860 0.1 -0.3 -0.2
H 1.324 0.532 1.484 -0.2 0.3 0.2
H -1.548 -1.828 -2.235 0.0 -0.2 -0.1
H -0.900 0.598 -0.922 -0.1 0.1 0.0
H -2.887 -2.613 -0.206 -0.1 0.1 0.0
H -6.282 2.032 -2.539 0.0 0.0 0.0
H 7.043 -0.457 -1.930 0.3 0.1 0.0
H -2.444 4.077 2.451 0.0 0.0 0.0
H -1.052 3.926 4.437 0.0 0.0 0.0
H -2.322 -2.095 1.816 -0.2 -0.1 -0.1
H -0.166 4.981 3.319 0.0 0.0 0.0
H -5.126 2.974 -0.611 0.0 0.0 0.0
H -1.398 0.052 1.295 -0.1 0.2 0.1
H -3.854 2.480 -1.742 0.0 0.0 0.0
H 7.279 -1.205 -0.329 0.3 0.1 0.0
```
Positions in Å, forces in eV/Å.